Entry 1:
{"formula": "C4H12NOS", "method": "ωB97M-V/def2-TZVPD", "total_energy_ev": -18711.8292, "orbital_gap_ha": [0.0878, 0.2153], "charge": -2, "spin_multiplicity": 2, "e_homo_ev": [3.556, 0.032], "molar_mass_g_mol": 122.2, "e_above_lowest_kj_mol": 67.7, "elements": ["C", "N", "C", "C", "S", "C", "H", "H", "H", "H", "H", "H", "H", "H", "H", "H", "H", "H", "O"], "positions_angstrom": [[-0.060, 1.759, -0.352], [-0.088, 0.454, 0.237], [-1.304, -0.338, 0.198], [-1.083, -1.783, 0.581], [-2.541, -2.522, 1.420], [0.788, 2.757, 0.455], [-1.054, 2.139, -0.591], [0.399, 1.734, -1.364], [0.776, -0.062, 0.168], [-2.117, 0.163, 0.752], [-1.855, -0.201, -0.765], [-0.910, -2.340, -0.343], [-0.222, -1.895, 1.240], [1.580, 2.276, 1.038], [0.082, 3.083, 1.237], [1.230, 3.609, -0.057], [2.171, -3.532, -0.747], [1.941, -2.195, -1.504], [2.267, -3.106, -1.603]], "lowdin_charge": [-0.431, -0.104, -0.400, -0.790, -0.044, -0.335, 0.090, 0.040, 0.046, 0.069, 0.090, 0.014, 0.018, 0.018, 0.040, -0.014, -0.016, -0.031, -0.261]}

Entry 2:
{"formula": "C29H31N3PdSbSe2", "method": "ωB97M-V/def2-TZVPD", "total_energy_ev": -175757.8654, "orbital_gap_ha": 0.2221, "charge": -1, "e_homo_ev": -3.582, "molar_mass_g_mol": 807.7, "e_above_lowest_kj_mol": 0.0, "elements": ["Pd", "Se", "Se", "C", "C", "C", "C", "C", "N", "C", "C", "C", "C", "C", "N", "H", "H", "H", "H", "H", "H", "H", "H", "C", "C", "C", "C", "N", "C", "C", "H", "H", "H", "H", "H", "H", "H", "C", "Sb", "C", "C", "H", "H", "H", "H", "H", "H", "H", "H", "H", "C", "C", "C", "C", "C", "C", "C", "C", "C", "C", "H", "H", "H", "H", "H", "H", "H"], "positions_angstrom": [[-1.008, -0.280, 0.276], [-3.656, -1.295, 1.712], [0.288, -3.114, 2.716], [0.037, -1.346, 3.233], [0.033, -1.047, 4.621], [0.187, 0.232, 5.073], [0.361, 1.258, 4.135], [0.237, 0.920, 2.812], [-0.011, -0.319, 2.345], [-2.698, -2.624, 0.795], [-3.154, -3.957, 0.757], [-2.454, -4.913, 0.065], [-1.283, -4.562, -0.612], [-0.877, -3.252, -0.532], [-1.557, -2.328, 0.152], [-0.046, -1.881, 5.304], [0.209, 0.439, 6.136], [0.568, 2.280, 4.423], [0.377, 1.678, 2.050], [-4.064, -4.198, 1.288], [-2.812, -5.936, 0.047], [-0.699, -5.283, -1.165], [0.029, -2.903, -1.012], [6.577, -0.144, 1.124], [5.109, 0.041, 0.868], [4.611, 1.190, 0.266], [3.245, 1.302, 0.053], [2.367, 0.368, 0.401], [2.839, -0.734, 0.983], [4.188, -0.937, 1.227], [7.146, 0.734, 0.817], [6.961, -1.007, 0.577], [6.767, -0.320, 2.184], [5.276, 1.992, -0.033], [2.839, 2.190, -0.425], [2.104, -1.477, 1.283], [4.507, -1.854, 1.707], [-2.438, 2.889, 2.041], [-1.543, 2.234, 0.225], [-3.132, 2.821, -1.058], [-0.231, 3.888, -0.131], [-3.076, 3.749, 1.840], [-1.683, 3.148, 2.780], [-3.031, 2.057, 2.423], [-3.269, 3.900, -0.979], [-4.034, 2.310, -0.723], [-2.937, 2.537, -2.090], [-0.807, 4.806, -0.023], [0.180, 3.830, -1.137], [0.586, 3.883, 0.588], [0.979, 0.275, -4.827], [1.462, 0.307, -3.501], [0.601, 0.150, -2.451], [-0.788, -0.050, -2.661], [-1.693, -0.213, -1.571], [-3.027, -0.398, -1.844], [-3.504, -0.430, -3.172], [-2.653, -0.270, -4.229], [-1.271, -0.078, -3.996], [-0.354, 0.088, -5.064], [1.666, 0.398, -5.656], [2.519, 0.453, -3.313], [0.966, 0.177, -1.429], [-3.718, -0.550, -1.021], [-4.563, -0.590, -3.344], [-3.016, -0.295, -5.251], [-0.735, 0.063, -6.079]], "lowdin_charge": [0.589, 0.438, 0.513, -0.807, -0.154, -0.098, -0.105, -0.242, -0.071, -0.826, -0.139, -0.091, -0.092, -0.191, -0.125, 0.077, 0.096, 0.088, 0.035, 0.083, 0.097, 0.091, 0.109, -0.056, -0.282, -0.044, -0.151, 0.049, -0.122, -0.018, 0.069, 0.081, 0.081, 0.101, 0.100, 0.038, 0.115, -0.294, 1.362, -0.294, -0.307, 0.004, -0.005, -0.002, 0.004, 0.016, 0.005, -0.001, 0.000, -0.006, -0.105, -0.094, -0.058, -0.192, -0.312, -0.150, -0.087, -0.063, -0.182, -0.056, 0.091, 0.093, 0.055, 0.039, 0.098, 0.099, 0.102]}

Entry 3:
{"formula": "C4H8N7S", "method": "ωB97M-V/def2-TZVPD", "total_energy_ev": -25531.9743, "orbital_gap_ha": [0.2477, 0.1941], "charge": 1, "spin_multiplicity": 3, "e_homo_ev": [-9.511, -12.643], "molar_mass_g_mol": 186.2, "e_above_lowest_kj_mol": 0.0, "elements": ["C", "C", "C", "C", "N", "N", "N", "N", "N", "N", "N", "S", "H", "H", "H", "H", "H", "H", "H", "H"], "positions_angstrom": [[2.839, 0.233, -0.198], [0.809, -0.441, 0.042], [-2.482, 0.608, -0.124], [-1.472, -1.656, 0.081], [1.541, 0.653, 0.227], [2.896, -1.026, -0.488], [1.610, -1.440, -0.391], [-0.515, -0.584, 0.443], [-1.259, 0.562, 0.504], [3.748, 1.252, -0.277], [-3.438, 1.602, -0.026], [-2.757, -0.916, -0.953], [-1.098, -2.703, -0.474], [-1.957, -1.872, 0.946], [1.520, -2.395, -0.366], [-0.785, 1.392, 0.829], [3.574, 1.921, 0.365], [4.733, 0.906, -0.408], [-3.132, 2.474, 0.407], [-4.375, 1.432, -0.136]], "lowdin_charge": [-0.402, -0.305, -0.633, -0.367, 0.188, 0.158, 0.110, 0.010, 0.055, 0.179, 0.104, 0.993, 0.179, 0.048, 0.132, 0.164, 0.057, 0.151, 0.116, 0.062]}

Entry 4:
{"formula": "C3H2N2OS", "method": "ωB97M-V/def2-TZVPD", "total_energy_ev": -19004.1492, "orbital_gap_ha": 0.2753, "smiles": "O=C1C=NNC1=S", "e_homo_ev": -9.254, "molar_mass_g_mol": 114.1, "e_above_lowest_kj_mol": 135.4, "elements": ["O", "C", "C", "N", "N", "C", "S", "H", "H"], "positions_angstrom": [[-0.219, 2.259, 0.076], [-0.028, 1.043, 0.057], [1.319, 0.325, -0.001], [1.103, -0.926, -0.011], [-0.218, -1.235, 0.220], [-1.055, -0.141, 0.020], [-2.629, 0.071, 0.016], [2.295, 0.760, -0.099], [-0.569, -2.156, -0.277]], "lowdin_charge": [0.087, -0.334, -0.054, 0.037, -0.047, -0.793, 0.794, 0.114, 0.196]}

Entry 5:
{"formula": "C12H16BrCl2NPb", "method": "ωB97M-V/def2-TZVPD", "total_energy_ev": -114526.5538, "orbital_gap_ha": [0.3144, 0.2617], "e_homo_ev": [-8.819, -7.651], "molar_mass_g_mol": 532.3, "elements": ["Pb", "Cl", "Cl", "C", "H", "H", "C", "C", "H", "C", "H", "C", "H", "H", "C", "H", "H", "C", "H", "H", "H", "H", "Br", "C", "C", "C", "C", "N", "C", "H", "H", "H", "H"], "positions_angstrom": [[-1.560, 0.777, 1.188], [-2.533, -1.625, 1.302], [-2.568, 1.827, 3.109], [0.772, 0.114, -1.455], [1.360, 0.491, -0.612], [0.146, 0.825, -2.075], [1.850, -1.922, -1.794], [1.619, -0.563, -2.460], [2.570, -1.986, -0.998], [0.769, -0.627, -3.742], [2.554, 0.089, -2.557], [-0.520, -1.559, -3.480], [0.630, 0.433, -3.835], [1.277, -0.969, -4.657], [-0.136, -2.937, -2.947], [-1.217, -1.095, -2.732], [-1.136, -1.701, -4.380], [0.711, -2.775, -1.623], [-0.976, -3.614, -2.739], [0.516, -3.529, -3.664], [0.097, -2.485, -0.768], [1.114, -3.735, -1.360], [4.764, 1.353, 2.569], [3.158, 0.290, 2.634], [3.189, -0.975, 3.280], [2.001, -1.718, 3.352], [0.845, -1.164, 2.745], [0.819, 0.056, 2.222], [1.936, 0.801, 2.111], [4.135, -1.284, 3.731], [1.897, -2.691, 3.825], [-0.104, -1.685, 2.662], [1.776, 1.708, 1.585]], "lowdin_charge": [0.604, -0.292, -0.257, -0.022, 0.039, 0.083, -0.044, -0.417, 0.091, -0.149, 0.159, -0.177, 0.082, 0.112, -0.183, 0.113, 0.100, -0.241, 0.106, 0.125, 0.099, 0.099, 0.715, -0.619, -0.091, -0.021, -0.140, -0.076, -0.166, 0.106, 0.112, 0.055, 0.096]}

Entry 6:
{"formula": "C24H73BrFeO13", "method": "ωB97M-V/def2-TZVPD", "total_energy_ev": -157119.0123, "orbital_gap_ha": [0.3247, 0.3013], "spin_multiplicity": 5, "e_homo_ev": [-8.443, -7.806], "molar_mass_g_mol": 705.6, "e_above_lowest_kj_mol": 0.0, "elements": ["Fe", "O", "H", "Br", "C", "C", "O", "H", "H", "H", "H", "H", "H", "C", "C", "O", "H", "H", "H", "H", "H", "H", "C", "C", "O", "H", "H", "H", "H", "H", "H", "C", "C", "O", "H", "H", "H", "H", "H", "H", "C", "C", "O", "H", "H", "H", "H", "H", "H", "C", "C", "O", "H", "H", "H", "H", "H", "H", "C", "C", "O", "H", "H", "H", "H", "H", "H", "C", "C", "O", "H", "H", "H", "H", "H", "H", "C", "C", "O", "H", "H", "H", "H", "H", "H", "C", "C", "O", "H", "H", "H", "H", "H", "H", "C", "C", "O", "H", "H", "H", "H", "H", "H", "C", "C", "O", "H", "H", "H", "H", "H", "H"], "positions_angstrom": [[-5.461, 2.764, -2.479], [-6.903, 4.058, -3.084], [-7.523, 4.425, -2.423], [-3.752, 1.059, -1.532], [-5.912, -2.267, -1.544], [-7.310, -2.133, -1.025], [-7.814, -0.980, -1.602], [-5.856, -2.441, -2.619], [-5.479, -3.159, -1.091], [-5.289, -1.417, -1.265], [-7.316, -1.909, 0.041], [-7.966, -2.939, -1.354], [-8.751, -0.927, -1.401], [-3.682, 6.112, -5.012], [-2.788, 7.425, -4.980], [-1.734, 7.283, -4.034], [-4.303, 6.251, -5.897], [-4.309, 5.916, -4.143], [-3.058, 5.231, -5.162], [-3.385, 8.248, -4.586], [-2.339, 7.730, -5.925], [-1.270, 8.123, -4.057], [-6.684, -0.442, -4.940], [-7.263, 0.849, -4.424], [-6.673, 1.155, -3.154], [-7.252, -1.260, -4.498], [-5.615, -0.493, -4.736], [-7.001, -0.606, -5.970], [-8.348, 0.856, -4.314], [-7.219, 1.678, -5.131], [-6.967, 0.364, -2.697], [-7.254, 9.105, -3.117], [-6.742, 7.726, -2.891], [-7.796, 6.800, -2.853], [-7.923, 9.387, -2.304], [-7.837, 9.099, -4.038], [-6.451, 9.835, -3.011], [-6.158, 7.752, -1.972], [-6.087, 7.392, -3.696], [-7.408, 5.974, -3.150], [-5.787, 4.950, 3.126], [-7.243, 5.110, 2.690], [-7.252, 5.195, 1.266], [-5.171, 5.756, 2.726], [-5.351, 3.984, 2.870], [-5.647, 5.017, 4.205], [-7.565, 6.072, 3.088], [-7.892, 4.330, 3.089], [-7.669, 6.024, 1.022], [-8.709, 2.275, -0.660], [-7.299, 2.036, -0.091], [-6.426, 3.034, -0.492], [-8.906, 3.339, -0.531], [-9.459, 1.683, -0.135], [-8.673, 2.018, -1.719], [-6.931, 1.032, -0.306], [-7.350, 2.181, 0.988], [-6.594, 3.767, 0.104], [-11.596, 4.871, -3.451], [-10.151, 4.955, -3.070], [-9.582, 3.708, -3.416], [-12.020, 5.868, -3.331], [-12.203, 4.176, -2.871], [-11.846, 4.644, -4.487], [-10.012, 5.128, -2.003], [-9.765, 5.782, -3.666], [-8.635, 3.756, -3.265], [-7.664, 4.860, -7.704], [-7.777, 4.786, -6.187], [-6.538, 4.921, -5.546], [-7.101, 3.971, -7.990], [-7.094, 5.723, -8.047], [-8.583, 4.813, -8.287], [-8.217, 3.843, -5.862], [-8.510, 5.538, -5.897], [-6.592, 4.626, -4.634], [-3.488, 5.038, 0.181], [-4.260, 5.421, -1.082], [-4.153, 4.403, -2.044], [-3.537, 5.794, 0.964], [-2.440, 4.798, -0.001], [-3.935, 4.183, 0.688], [-3.827, 6.341, -1.476], [-5.276, 5.688, -0.790], [-3.243, 4.494, -2.336], [-1.594, -1.152, -4.368], [-2.607, -2.113, -3.785], [-2.624, -2.085, -2.387], [-1.619, -0.217, -3.810], [-1.793, -0.921, -5.415], [-0.610, -1.622, -4.359], [-2.310, -3.104, -4.126], [-3.635, -1.949, -4.109], [-2.952, -1.217, -2.141], [-0.108, 3.270, -1.996], [-0.326, 4.465, -2.947], [-1.424, 5.202, -2.498], [0.795, 2.736, -2.292], [-0.991, 2.637, -2.077], [0.052, 3.542, -0.953], [-0.461, 4.199, -3.996], [0.563, 5.069, -2.771], [-1.522, 5.951, -3.091], [-2.400, 2.434, -5.132], [-3.850, 1.985, -5.293], [-4.657, 2.895, -4.491], [-1.623, 1.826, -5.595], [-2.121, 2.500, -4.081], [-2.223, 3.426, -5.548], [-4.040, 0.970, -4.944], [-4.092, 1.963, -6.356], [-5.174, 3.466, -5.065]], "lowdin_charge": [0.543, -0.340, 0.006, 0.163, -0.081, -0.312, -0.107, 0.073, 0.085, 0.026, 0.120, 0.120, 0.104, -0.041, -0.234, -0.100, 0.073, 0.054, 0.050, 0.104, 0.112, 0.104, -0.057, -0.269, -0.175, 0.071, 0.065, 0.082, 0.122, 0.106, 0.045, -0.084, -0.343, -0.081, 0.075, 0.083, 0.077, 0.100, 0.105, 0.022, -0.083, -0.276, -0.091, 0.066, 0.074, 0.073, 0.111, 0.112, 0.099, -0.048, -0.297, -0.151, 0.071, 0.080, 0.055, 0.094, 0.114, 0.056, -0.097, -0.334, -0.102, 0.071, 0.072, 0.075, 0.110, 0.095, -0.006, -0.076, -0.321, -0.106, 0.065, 0.072, 0.074, 0.104, 0.107, -0.008, -0.059, -0.283, -0.164, 0.066, 0.070, 0.064, 0.113, 0.102, 0.059, -0.088, -0.345, -0.110, 0.052, 0.068, 0.074, 0.109, 0.090, -0.071, -0.067, -0.308, -0.101, 0.073, 0.030, 0.076, 0.102, 0.109, 0.018, -0.078, -0.222, -0.146, 0.077, 0.045, 0.056, 0.083, 0.124, 0.061]}

Entry 7:
{"formula": "HNO2P2", "method": "ωB97M-V/def2-TZVPD", "total_energy_ev": -24178.1422, "orbital_gap_ha": 0.3104, "e_homo_ev": -10.044, "molar_mass_g_mol": 109.0, "e_above_lowest_kj_mol": 165.9, "elements": ["N", "O", "O", "P", "P", "H"], "positions_angstrom": [[-1.168, 0.546, -0.262], [-0.385, -2.009, 0.212], [2.232, 0.744, 0.645], [-0.241, -0.662, -0.385], [1.572, 0.855, -0.622], [-2.009, 0.527, 0.411]], "lowdin_charge": [-0.294, -0.434, -0.522, 0.417, 0.787, 0.046]}

Entry 8:
{"formula": "C24H34FN2O9P", "method": "ωB97M-V/def2-TZVPD", "total_energy_ev": -58843.0523, "orbital_gap_ha": 0.2799, "smiles": "CCO[C@]1(CC(=O)F)OC(=O)[C@@](CN)(C[C@H]2CO2)[C@]1(CCCCNC(C)=O)[PH2]=O.O=C1C=CC(=O)C=C1", "e_homo_ev": -9.528, "molar_mass_g_mol": 544.5, "elements": ["C", "C", "O", "C", "C", "C", "O", "F", "O", "C", "O", "C", "C", "N", "C", "C", "C", "O", "C", "C", "C", "C", "C", "N", "C", "C", "O", "P", "O", "H", "H", "H", "H", "H", "H", "H", "H", "H", "H", "H", "H", "H", "H", "H", "H", "H", "H", "H", "H", "H", "H", "H", "H", "H", "H", "H", "H", "H", "H", "O", "C", "C", "C", "C", "O", "C", "C", "H", "H", "H", "H"], "positions_angstrom": [[0.554, -3.802, -0.143], [0.042, -3.459, -1.657], [-0.539, -2.130, -1.747], [0.445, -1.096, -1.936], [0.361, -0.849, -3.546], [1.459, -1.730, -4.346], [1.174, -2.843, -4.868], [2.815, -1.287, -4.556], [1.871, -1.452, -1.794], [2.525, -0.459, -0.993], [3.633, -0.838, -0.548], [1.673, 0.891, -0.798], [1.922, 1.740, 0.588], [2.672, 0.984, 1.627], [2.095, 1.960, -1.922], [3.798, 1.830, -2.178], [4.647, 3.256, -1.850], [4.652, 1.926, -0.930], [0.195, 0.196, -0.967], [-0.977, 1.040, -1.677], [-1.661, 2.174, -0.773], [-2.912, 1.704, 0.114], [-3.938, 0.709, -0.608], [-4.762, 1.334, -1.694], [-5.622, 0.269, -2.316], [-6.650, -0.642, -1.495], [-5.558, 0.071, -3.569], [-0.292, -0.401, 0.799], [-1.684, -1.120, 0.811], [1.059, -4.835, -0.092], [1.262, -2.966, 0.183], [-0.408, -3.759, 0.504], [0.821, -3.704, -2.457], [-0.833, -4.200, -1.836], [0.529, 0.235, -3.864], [-0.662, -1.260, -3.873], [0.932, 2.187, 0.995], [2.575, 2.666, 0.342], [3.689, 1.083, 1.499], [2.377, 0.003, 1.709], [1.720, 1.739, -2.978], [1.897, 3.052, -1.663], [4.176, 1.162, -3.106], [5.788, 3.240, -1.799], [4.291, 3.851, -0.928], [-0.526, 1.588, -2.596], [-1.712, 0.273, -2.123], [-1.983, 3.042, -1.472], [-0.901, 2.660, -0.040], [-2.635, 1.240, 1.127], [-3.515, 2.665, 0.371], [-4.683, 0.357, 0.213], [-3.427, -0.267, -0.968], [-5.459, 1.957, -1.234], [-6.618, -1.719, -1.911], [-6.430, -0.727, -0.374], [-7.746, -0.303, -1.601], [0.678, -1.279, 1.370], [-0.455, 0.719, 1.713], [1.140, -1.673, 3.249], [1.162, -1.160, 4.355], [-0.016, -0.448, 4.894], [0.009, 0.115, 6.102], [1.215, 0.048, 6.956], [1.236, 0.559, 8.059], [2.392, -0.665, 6.417], [2.367, -1.227, 5.208], [-0.891, -0.409, 4.256], [-0.844, 0.641, 6.512], [3.267, -0.704, 7.054], [3.220, -1.754, 4.798]], "lowdin_charge": [-0.066, -0.196, -0.116, -0.375, 0.035, -0.265, 0.078, 0.009, 0.001, -0.300, 0.103, -0.233, -0.210, 0.010, -0.056, -0.142, 0.003, -0.237, -0.291, -0.138, -0.181, -0.195, -0.247, -0.008, -0.391, -0.036, 0.020, 0.873, -0.467, 0.090, 0.051, 0.091, 0.120, 0.140, 0.112, 0.156, 0.094, 0.117, 0.080, 0.030, 0.101, 0.124, 0.170, 0.105, 0.101, 0.115, 0.128, 0.122, 0.101, 0.086, 0.119, 0.114, 0.125, 0.120, 0.097, 0.067, 0.092, 0.007, 0.041, 0.033, -0.369, 0.026, 0.029, -0.384, 0.112, 0.028, 0.029, 0.120, 0.125, 0.125, 0.125]}